[1]
C17H23IN4O4S | ωB97M-V/def2-TZVPD

orbital gap: 8.84 eV
E_tot: -1877.2902 Eh
F_max: 0.144 Eh/bohr
HOMO level: -8.72 eV
SMILES: COc1cc(C(C)C)c(Oc2cnc(NCCS(C)(=O)=O)nc2N)cc1I

```
! wB97M-V def2-TZVPD RIJCOSX def2/J DEFGRID3
* xyz 0 1
C 4.52 -2.84 -0.42
O 3.42 -3.59 -0.78
C 2.27 -3.14 -0.23
C 1.85 -3.35 1.14
C 0.63 -2.92 1.68
C 0.23 -3.29 3.04
C 1.25 -2.78 4.07
C 0.05 -4.85 3.06
C -0.24 -2.26 0.75
O -1.42 -1.71 1.24
C -1.68 -0.36 0.83
C -0.88 0.66 1.08
N -1.07 1.86 0.59
C -1.93 1.95 -0.26
N -2.19 3.04 -0.93
C -1.22 3.83 -1.63
C -1.95 5.06 -2.21
S -1.00 5.85 -3.49
C 0.67 6.15 -2.93
O -1.08 5.21 -4.77
O -1.65 7.20 -3.57
N -2.81 1.03 -0.59
C -2.69 -0.12 0.00
N -3.51 -1.20 -0.20
C 0.19 -2.02 -0.57
C 1.43 -2.44 -1.05
I 2.02 -2.07 -3.17
H 4.21 -1.91 0.04
H 5.23 -2.63 -1.20
H 4.99 -3.25 0.57
H 2.55 -3.96 1.82
H -0.64 -2.80 3.28
H 1.36 -1.73 3.91
H 2.10 -3.27 4.13
H 1.01 -3.00 5.10
H -0.71 -5.06 2.28
H -0.30 -5.34 3.95
H 0.93 -5.39 2.79
H -0.06 0.43 1.69
H -3.04 3.11 -1.34
H -0.70 3.21 -2.26
H -0.60 4.29 -0.89
H -2.05 5.74 -1.48
H -2.92 4.75 -2.62
H 1.27 6.74 -3.60
H 0.54 6.58 -1.93
H 1.28 5.24 -2.85
H -2.96 -2.10 -0.02
H -4.22 -1.02 -0.94
H -0.50 -1.55 -1.12
*
```

[2]
C17H23KN3O4 | ωB97M-V/def2-TZVPD

orbital gap: 7.48 eV
E_tot: -1726.4372 Eh
F_max: 0.078 Eh/bohr
HOMO level: -11.38 eV

```
! wB97M-V def2-TZVPD RIJCOSX def2/J DEFGRID3
* xyz 1 1
C 1.32 -1.02 3.65
O 0.96 0.35 3.65
C 0.65 0.73 2.30
C 1.26 2.12 2.01
C 0.50 2.91 0.95
N 0.75 2.49 -0.47
C 1.84 1.66 -0.75
O 3.00 1.99 -0.79
C 1.21 0.30 -1.07
C 1.81 -0.91 -1.18
C 3.36 -1.07 -0.98
C 4.25 -0.85 -2.29
N 3.96 -1.20 -3.49
C 0.89 -2.08 -1.46
C -0.45 -1.84 -1.58
C -1.01 -0.56 -1.46
C -2.51 -0.31 -1.56
C -3.05 -0.18 -0.09
O -3.14 1.17 0.33
C -4.39 -0.97 0.12
N -5.56 -0.09 0.01
C -0.17 0.51 -1.22
C -0.46 2.01 -1.06
O -1.41 2.66 -1.37
H 2.29 -1.19 3.15
H 1.42 -1.41 4.67
H 0.56 -1.63 3.12
H -0.44 0.77 2.18
H 1.12 -0.03 1.65
H 2.35 2.07 1.85
H 1.14 2.67 2.95
H -0.57 2.77 1.13
H 0.67 3.99 1.09
H 3.67 -0.29 -0.27
H 3.56 -2.02 -0.47
H 5.22 -0.37 -2.15
H 3.04 -1.62 -3.46
H 1.24 -3.16 -1.53
H -1.16 -2.65 -1.74
H -2.99 -1.13 -2.09
H -2.65 0.66 -2.05
H -2.30 -0.66 0.57
H -2.65 1.23 1.16
H -4.44 -1.84 -0.55
H -4.37 -1.36 1.15
H -5.56 0.48 0.84
H -5.39 0.54 -0.77
K 2.59 -3.62 -2.65
*
```

[3]
C17H23N3O3 | ωB97M-V/def2-TZVPD

ΔE to the lowest compared entry with this formula, charge and spin: 179.9 kcal per mole
orbital gap: 8.03 eV
E_tot: -1051.3890 Eh
F_max: 0.123 Eh/bohr
HOMO level: -7.76 eV

```
! wB97M-V def2-TZVPD RIJCOSX def2/J DEFGRID3
* xyz 0 1
C 0.52 -2.40 -0.01
C 0.22 -1.54 -1.13
C 1.30 -1.52 1.06
C 1.25 -2.01 2.68
C 2.40 -3.02 2.96
C -0.14 -2.54 3.11
C -1.22 0.04 -2.29
C -1.51 -0.85 -3.65
C -0.10 1.11 -2.45
C -0.03 1.82 -1.18
C 1.21 1.79 -0.47
C -0.74 2.97 -0.61
C 0.06 3.37 0.48
C -2.07 3.47 -0.82
C -0.46 4.31 1.48
C -2.61 4.34 0.04
C -1.86 4.68 1.16
H 2.21 -3.11 -0.81
H 1.06 -4.24 -1.09
H -0.38 -2.72 0.41
H 2.41 -1.56 0.85
H 0.79 -0.50 1.08
H 1.63 -1.08 3.29
H 3.52 -2.64 2.71
H 2.51 -3.30 3.97
H 2.29 -3.82 2.22
H -0.53 -3.38 2.37
H -0.28 -3.04 4.15
H -0.84 -1.67 2.85
H -2.12 -1.77 -1.02
H -2.05 0.52 -1.91
H 0.88 0.71 -2.64
H -0.33 1.77 -3.42
H 2.11 1.28 -0.83
H 1.71 2.34 1.53
H -2.69 3.18 -1.75
H -0.13 4.46 2.55
H -3.58 4.96 -0.04
H -2.25 5.55 1.75
H -1.72 -0.82 -5.49
N 1.38 -3.60 -0.30
N -1.01 -0.95 -1.15
N 1.23 2.73 0.50
O 1.07 -1.13 -1.94
O -1.75 -2.03 -3.46
O -1.35 -0.15 -4.76
*
```

[4]
C17H23N3O3S | ωB97M-V/def2-TZVPD

ΔE to the lowest compared entry with this formula, charge and spin: 104.8 kcal per mole
orbital gap: 8.70 eV
E_tot: -1449.6872 Eh
F_max: 0.098 Eh/bohr
HOMO level: -8.04 eV
SMILES: CC/N=C1/S[C@@H](CC(=O)Nc2ccccc2OCC)C(=O)N1CC

```
! wB97M-V def2-TZVPD RIJCOSX def2/J DEFGRID3
* xyz 0 1
C -5.09 2.48 2.51
C -4.05 3.21 1.75
N -2.88 2.27 1.66
C -1.86 2.44 0.84
S -0.45 1.56 1.45
C 0.40 2.13 -0.11
C 0.75 0.87 -0.92
C 1.95 0.12 -0.36
O 2.91 0.71 0.07
N 1.83 -1.26 -0.17
C 2.58 -2.15 0.53
C 3.56 -1.92 1.49
C 4.18 -2.94 2.23
C 3.94 -4.30 1.96
C 3.04 -4.62 0.94
C 2.31 -3.57 0.29
O 1.34 -3.86 -0.55
C 1.68 -4.58 -1.71
C 2.72 -3.92 -2.54
C -0.50 3.08 -0.83
O -0.28 3.16 -2.05
N -1.66 3.34 -0.22
C -2.69 4.25 -0.78
C -3.63 3.51 -1.71
H -6.03 3.18 2.62
H -5.46 1.60 1.88
H -4.70 2.05 3.36
H -4.60 3.39 0.86
H -3.72 4.14 2.28
H 1.34 2.66 0.01
H -0.08 0.23 -0.95
H 0.87 1.03 -1.99
H 1.11 -1.74 -0.80
H 3.69 -0.98 1.82
H 5.11 -2.85 2.86
H 4.42 -5.03 2.54
H 2.88 -5.66 0.73
H 1.96 -5.55 -1.31
H 0.84 -4.79 -2.30
H 3.71 -4.04 -2.08
H 2.80 -4.49 -3.45
H 2.60 -2.88 -2.84
H -3.16 4.79 0.15
H -2.20 5.03 -1.32
H -4.13 4.19 -2.40
H -3.05 2.76 -2.32
H -4.32 2.94 -1.11
*
```

[5]
C17H23NO5 | ωB97M-V/def2-TZVPD

ΔE to the lowest compared entry with this formula, charge and spin: 42.6 kcal per mole
orbital gap: 9.04 eV
E_tot: -1092.5662 Eh
F_max: 0.025 Eh/bohr
HOMO level: -8.32 eV
SMILES: CCCCCC(=O)N[C@H](CC(=O)OC)c1ccc2c(c1)OCO2

```
! wB97M-V def2-TZVPD RIJCOSX def2/J DEFGRID3
* xyz 0 1
C -4.39 -3.46 0.54
C -4.93 -2.06 0.25
C -4.15 -1.32 -0.84
C -3.11 -0.34 -0.31
C -1.96 -1.01 0.46
C -0.92 0.03 0.79
O -1.03 0.83 1.70
N 0.18 0.00 -0.01
C 1.21 1.01 0.07
C 0.95 2.15 -0.94
C -0.45 2.66 -0.70
O -1.42 2.28 -1.30
O -0.48 3.54 0.30
C -1.76 3.91 0.79
C 2.58 0.40 -0.15
C 2.86 -0.29 -1.32
C 4.11 -0.86 -1.55
C 5.06 -0.72 -0.57
C 4.78 -0.02 0.61
C 3.55 0.54 0.84
O 5.89 -0.03 1.41
C 6.88 -0.75 0.70
O 6.35 -1.17 -0.54
H -4.43 -4.08 -0.35
H -3.36 -3.42 0.88
H -4.98 -3.94 1.31
H -5.97 -2.17 -0.07
H -4.93 -1.47 1.17
H -4.85 -0.74 -1.45
H -3.66 -2.04 -1.50
H -2.69 0.23 -1.14
H -3.59 0.39 0.36
H -2.34 -1.41 1.40
H -1.53 -1.82 -0.13
H 0.17 -0.59 -0.83
H 1.14 1.43 1.08
H 1.68 2.95 -0.78
H 1.03 1.78 -1.96
H -2.46 4.05 -0.03
H -2.12 3.13 1.46
H -1.62 4.84 1.34
H 2.10 -0.39 -2.08
H 4.32 -1.40 -2.46
H 3.35 1.07 1.76
H 7.75 -0.10 0.52
H 7.19 -1.62 1.29
*
```

[6]
C17H23NO5 | ωB97M-V/def2-TZVPD

ΔE to the lowest compared entry with this formula, charge and spin: 6.5 kcal per mole
orbital gap: 9.26 eV
E_tot: -1092.6238 Eh
F_max: 0.012 Eh/bohr
HOMO level: -8.76 eV
SMILES: CCC[C@@H](CCC(=O)Nc1ccc(C(=O)OCC)cc1)C(=O)O

```
! wB97M-V def2-TZVPD RIJCOSX def2/J DEFGRID3
* xyz 0 1
C 3.68 0.82 -0.01
C 3.54 0.94 1.50
C 2.20 0.37 1.98
C 2.02 0.50 3.49
C 0.56 0.34 3.95
C -0.04 -1.04 3.65
C -0.32 -1.32 2.18
O 0.13 -2.28 1.60
N -1.16 -0.40 1.61
C -1.58 -0.29 0.29
C -1.14 -1.15 -0.72
C -1.58 -0.98 -2.01
C -2.47 0.04 -2.33
C -2.98 0.26 -3.71
O -3.72 1.16 -4.02
O -2.53 -0.67 -4.56
C -2.95 -0.55 -5.92
C -2.08 0.43 -6.69
C -2.91 0.90 -1.32
C -2.47 0.74 -0.03
C 2.89 -0.49 4.23
O 3.54 -1.38 3.76
O 2.88 -0.25 5.56
H 3.62 -0.23 -0.31
H 4.64 1.22 -0.34
H 2.89 1.36 -0.51
H 4.35 0.39 1.99
H 3.62 1.99 1.79
H 2.15 -0.68 1.70
H 1.39 0.90 1.47
H 2.34 1.50 3.81
H 0.53 0.49 5.03
H -0.03 1.13 3.48
H -0.99 -1.14 4.19
H 0.63 -1.82 4.00
H -1.53 0.31 2.22
H -0.45 -1.94 -0.48
H -1.24 -1.65 -2.79
H -4.00 -0.22 -5.94
H -2.87 -1.56 -6.33
H -2.19 1.43 -6.27
H -2.38 0.45 -7.73
H -1.04 0.14 -6.63
H -3.60 1.70 -1.58
H -2.81 1.41 0.75
H 3.45 -0.89 6.02
*
```

[7]
C17H24Br18FN2 | ωB97M-V/def2-TZVPD

orbital gap: 4.29 eV
E_tot: -47203.7152 Eh
F_max: 0.041 Eh/bohr
HOMO level: -3.06 eV

```
! wB97M-V def2-TZVPD RIJCOSX def2/J DEFGRID3
* xyz -1 1
C 4.48 1.97 -0.77
C 4.04 0.70 -0.03
C 2.75 0.04 -0.57
F 2.46 0.80 -1.91
N 2.86 -1.30 -0.82
C 1.67 -2.02 -0.42
C 0.37 -1.60 -1.16
C -0.91 -1.56 -0.29
C -1.73 -0.30 -0.57
N -1.00 0.87 -0.09
C -0.80 1.20 1.22
C -0.03 2.35 1.24
C 0.25 2.69 -0.10
C -0.39 1.77 -0.90
H 3.66 2.69 -0.85
H 5.28 2.48 -0.21
H 4.86 1.70 -1.74
H 3.89 1.00 1.01
H 4.83 -0.05 -0.06
H 1.90 0.28 0.08
H 1.49 -1.99 0.68
H 1.85 -3.08 -0.65
H 0.17 -2.33 -1.96
H 0.53 -0.65 -1.66
H -0.60 -1.57 0.76
H -1.51 -2.47 -0.41
H -2.73 -0.33 -0.14
H -1.82 -0.22 -1.65
H -1.19 0.60 2.03
H 0.32 2.82 2.14
H 0.88 3.47 -0.47
H -0.39 1.68 -1.97
C 4.15 0.52 -4.39
Br 5.85 -0.07 -3.73
Br 4.03 2.45 -4.44
Br 3.75 -0.25 -6.12
H 3.39 0.18 -3.69
C 0.91 6.81 -1.44
Br 2.16 5.37 -1.65
Br 0.33 6.98 0.39
Br 1.61 8.47 -2.12
H 0.04 6.57 -2.03
C -1.23 -0.36 5.79
Br 0.49 -0.85 6.49
Br -1.60 1.51 6.06
Br -1.42 -0.86 3.95
H -1.97 -0.92 6.36
C -5.24 -2.74 -2.18
Br -3.78 -3.99 -2.33
Br -5.97 -2.73 -0.39
Br -4.73 -0.98 -2.75
H -6.02 -3.08 -2.84
C -6.22 -0.74 3.33
Br -7.10 -2.44 3.07
Br -4.55 -0.65 2.39
Br -7.38 0.73 2.89
H -5.99 -0.67 4.39
C 0.19 -5.69 1.06
Br 0.06 -5.41 -0.83
Br 1.97 -5.34 1.72
Br -1.13 -4.68 2.03
H -0.01 -6.74 1.24
*
```

[8]
C17H24ClN3O2 | ωB97M-V/def2-TZVPD

ΔE to the lowest compared entry with this formula, charge and spin: 14.2 kcal per mole
orbital gap: 8.71 eV
E_tot: -1437.1546 Eh
F_max: 0.024 Eh/bohr
HOMO level: -8.97 eV
SMILES: CCCCNC(=O)CCCCC(=O)N/N=C/c1ccccc1Cl

```
! wB97M-V def2-TZVPD RIJCOSX def2/J DEFGRID3
* xyz 0 1
C 4.35 -0.90 2.47
C 5.22 -1.75 1.55
C 4.65 -1.88 0.13
C 4.56 -0.56 -0.64
N 3.29 0.10 -0.47
C 3.16 1.34 0.02
O 4.10 2.01 0.42
C 1.73 1.86 0.07
C 1.09 1.56 1.43
C 0.63 0.12 1.61
C -0.63 -0.22 0.79
C -0.34 -0.74 -0.59
O 0.72 -1.19 -0.98
N -1.40 -0.71 -1.45
N -2.61 -0.25 -1.09
C -3.57 -0.29 -1.93
C -4.89 0.19 -1.59
C -5.13 0.72 -0.31
C -6.38 1.18 0.04
C -7.42 1.14 -0.88
C -7.20 0.62 -2.15
C -5.95 0.15 -2.50
Cl -5.73 -0.48 -4.09
H 4.28 0.12 2.11
H 3.34 -1.32 2.53
H 4.77 -0.88 3.47
H 5.32 -2.75 1.97
H 6.21 -1.30 1.49
H 3.66 -2.34 0.17
H 5.30 -2.56 -0.43
H 5.33 0.14 -0.30
H 4.72 -0.75 -1.71
H 2.47 -0.42 -0.76
H 1.13 1.43 -0.73
H 1.78 2.94 -0.06
H 1.82 1.79 2.21
H 0.23 2.23 1.58
H 1.43 -0.57 1.33
H 0.40 -0.04 2.66
H -1.20 -1.01 1.29
H -1.28 0.65 0.71
H -1.26 -1.09 -2.39
H -3.43 -0.70 -2.94
H -4.31 0.74 0.39
H -6.55 1.59 1.02
H -8.40 1.50 -0.62
H -8.01 0.58 -2.87
*
```

[9]
C17H24ClN3O2 | ωB97M-V/def2-TZVPD

ΔE to the lowest compared entry with this formula, charge and spin: 459.6 kcal per mole
orbital gap: 7.69 eV
E_tot: -1436.4447 Eh
F_max: 0.371 Eh/bohr
HOMO level: -8.36 eV

```
! wB97M-V def2-TZVPD RIJCOSX def2/J DEFGRID3
* xyz 0 1
C 4.66 -2.86 0.99
H 4.61 -1.82 1.34
C 3.25 -3.62 1.31
C 2.10 -2.89 1.03
C 1.92 -2.60 -0.61
N 2.54 -1.40 -0.82
C 1.98 -0.47 -1.50
O 0.62 -0.75 -2.11
C 2.61 0.62 -2.03
H 2.45 1.02 -3.04
H 3.56 0.36 -1.74
C 2.18 1.73 -1.11
C 0.96 2.49 -1.64
C 0.26 3.46 -0.41
C -1.04 3.89 -1.03
O -1.19 5.01 -1.29
N -1.91 3.14 -0.74
N -1.74 1.86 -0.09
C -2.91 0.98 -0.15
C -2.60 -0.34 0.63
C -1.46 -0.83 1.12
C -1.40 -2.11 1.98
C -2.58 -2.92 1.76
C -3.60 -2.49 1.16
C -3.87 -1.39 0.25
H -4.63 -0.86 -0.14
H -4.33 -3.06 0.81
H -2.61 -3.91 2.15
H -0.45 -2.32 2.43
Cl -0.06 0.31 1.42
H -3.84 1.12 -0.56
H -2.95 3.19 -1.21
H 0.22 3.04 0.55
H 1.11 4.37 -0.51
H 0.98 2.87 -2.48
H -0.03 1.55 -1.40
H 2.15 1.53 -0.19
H 3.02 2.77 -0.92
H 3.35 -1.26 -0.52
H 2.16 -3.60 -0.86
H 0.81 -2.38 -0.47
H 2.18 -2.06 1.89
H 1.39 -3.60 1.49
H 3.62 -3.89 2.38
H 3.38 -4.79 0.77
H 5.52 -3.32 1.20
H 4.80 -2.71 -0.17
*
```

[10]
C17H24CsF5N3NbO2 | ωB97M-V/def2-TZVPD

orbital gap (spin up / spin down): 6.62 / 6.62 eV
E_tot: -1552.7769 Eh
F_max: 0.129 Eh/bohr
HOMO level (spin up / spin down): -14.75 / -14.75 eV

```
! wB97M-V def2-TZVPD RIJCOSX def2/J DEFGRID3
* xyz 2 1
N -0.41 0.63 1.59
C 0.37 1.16 2.47
O 1.04 1.58 3.34
Cs -3.02 -1.83 0.34
Nb -0.12 0.14 -0.34
N -1.65 0.81 -1.47
N -0.71 -1.75 0.09
C -1.80 2.27 -1.19
C -0.23 -2.71 1.19
C -2.75 2.43 0.00
C -2.37 3.01 -2.40
C -0.43 2.84 -0.85
C -0.64 -4.14 0.81
C 1.29 -2.62 1.29
C -0.86 -2.32 2.53
H -3.73 1.98 -0.22
H -2.90 3.51 0.19
H -2.34 1.98 0.91
H -1.74 2.85 -3.28
H -2.37 4.08 -2.17
H -3.40 2.72 -2.62
H 0.14 2.20 -0.10
H -0.56 3.82 -0.37
H 0.17 2.96 -1.76
H -1.73 -4.30 0.78
H -0.24 -4.82 1.57
H -0.21 -4.44 -0.16
H 1.78 -2.86 0.33
H 1.65 -3.34 2.04
H 1.62 -1.62 1.61
H -0.91 -1.23 2.68
H -0.21 -2.72 3.34
H -1.85 -2.79 2.70
C -0.27 -2.12 -1.30
H 0.16 -1.23 -1.87
H 0.54 -2.88 -1.27
H -1.11 -2.53 -1.89
C -2.64 0.19 -2.37
H -2.69 0.75 -3.32
H -2.34 -0.84 -2.64
H -3.66 0.17 -1.93
F 6.76 1.91 1.38
C 5.54 1.59 0.90
C 5.29 0.28 0.47
F 6.27 -0.65 0.54
C 4.04 -0.05 -0.01
F 3.79 -1.32 -0.44
C 3.02 0.90 -0.03
O 1.76 0.53 -0.34
C 3.30 2.23 0.35
F 2.32 3.17 0.31
C 4.55 2.56 0.83
F 4.81 3.83 1.22
*
```

Q: What is the E_tot in the fourth record?
A: -1449.6872 Eh

Q: The lowest E_tot belongs to which entry?
A: C17H24Br18FN2

Q: Which of these has the lowest F_max?
A: number 6

Q: Which of these has the highest E_tot?
A: C17H23N3O3